Formula: C66H173N11O26
Source: OMol25
Level of theory: wB97M-V/def2-TZVPD

Element x y z (Å)
1 H -16.767 -22.861 -15.850
2 H -14.418 -23.971 -14.972
3 H -15.708 -15.423 -10.304
4 C -8.015 -23.646 -9.059
5 H -7.727 -15.996 -14.510
6 H 4.391 -20.038 -17.753
7 O -17.372 -20.619 -11.395
8 H -12.500 -16.627 -9.244
9 H 3.239 -16.115 -10.425
10 H -18.318 -18.127 -13.190
11 H -0.475 -22.387 -14.398
12 H -14.642 -17.562 -6.810
13 H -20.251 -23.895 -16.459
14 H -16.099 -20.529 -9.727
15 H -1.493 -21.923 -6.029
16 C -9.186 -19.162 -17.466
17 O -8.068 -24.624 -8.034
18 H -17.690 -19.636 -9.730
19 H -16.380 -15.809 -12.646
20 H -4.722 -11.549 -15.831
21 H -10.053 -21.935 -12.669
22 H -11.181 -21.120 -14.809
23 N -16.430 -21.510 -14.231
24 H -12.458 -24.820 -10.615
25 N -0.710 -22.345 -7.901
26 H -14.690 -22.506 -14.705
27 H 0.287 -21.778 -6.210
28 H -5.253 -20.082 -12.231
29 H -5.211 -18.340 -16.637
30 C 2.360 -15.825 -11.001
31 H -20.697 -25.020 -9.875
32 H -19.573 -24.031 -7.303
33 H -2.205 -26.325 -6.375
34 H -4.721 -17.074 -9.814
35 H -10.119 -15.841 -10.836
36 H -18.316 -22.255 -13.401
37 N -5.420 -16.319 -16.827
38 C -0.702 -21.372 -14.724
39 O -1.522 -24.566 -5.861
40 C -3.647 -14.681 -16.160
41 H -11.183 -15.977 -8.505
42 H -4.325 -17.225 -13.300
43 N -10.777 -24.308 -18.227
44 H 1.637 -15.797 -8.503
45 H -11.174 -16.929 -13.939
46 H 1.849 -22.004 -15.219
47 H -9.436 -23.615 -6.748
48 C -16.135 -16.856 -8.717
49 H -12.781 -24.617 -20.219
50 H -17.374 -15.327 -9.869
51 C 2.540 -20.295 -16.221
52 H -10.256 -25.775 -22.488
53 C -17.234 -22.263 -13.262
54 H 0.418 -24.170 -6.558
55 H -1.361 -16.430 -10.472
56 H 1.704 -20.505 -14.261
57 H -3.551 -16.741 -15.937
58 H -11.522 -18.767 -9.679
59 C -1.338 -21.116 -8.350
60 C -11.072 -25.426 -19.055
61 H -16.246 -17.830 -11.190
62 C -8.852 -19.767 -14.271
63 H -8.963 -24.214 -19.201
64 H -10.725 -24.711 -17.303
65 H -3.036 -16.396 -8.070
66 H -2.276 -20.249 -9.967
67 H -10.935 -18.325 -8.086
68 H -14.296 -18.624 -11.297
69 O -3.043 -21.767 -14.240
70 H -9.300 -25.392 -21.108
71 C -11.446 -16.703 -11.808
72 C -19.289 -23.397 -16.585
73 H -16.710 -24.290 -9.000
74 H -6.701 -19.472 -14.180
75 H -6.419 -17.629 -15.599
76 C -9.628 -23.545 -18.655
77 C -9.915 -24.935 -21.883
78 C -0.457 -16.300 -8.624
79 H -9.182 -19.123 -18.555
80 H 0.650 -14.676 -9.465
81 H -3.003 -12.189 -15.778
82 C -3.828 -16.527 -10.117
83 C -6.603 -25.476 -12.114
84 H -14.754 -17.565 -13.593
85 H -8.287 -22.070 -18.010
86 H -0.562 -26.120 -6.972
87 H -6.738 -18.079 -18.611
88 C -17.156 -20.549 -9.991
89 H -2.595 -17.839 -9.014
90 H -13.011 -24.470 -8.029
91 H -7.148 -28.424 -14.951
92 H -13.435 -19.998 -10.698
93 H 2.111 -19.338 -16.516
94 N -11.109 -15.871 -10.638
95 H -15.392 -19.058 -7.373
96 H -2.691 -14.633 -15.640
97 H -2.161 -22.075 -16.094
98 H -11.959 -25.925 -20.949
99 C -7.550 -19.511 -13.498
100 H -18.103 -15.939 -12.158
101 H -3.362 -14.657 -17.212
102 H -8.762 -14.685 -14.141
103 H -2.390 -20.398 -15.671
104 O -2.880 -22.173 -9.881
105 C -16.893 -21.876 -11.828
106 H -11.746 -26.045 -18.462
107 O -16.517 -18.309 -13.991
108 C -4.562 -17.030 -12.254
109 H -9.783 -18.370 -17.014
110 H -16.410 -20.525 -14.009
111 O 1.232 -16.392 -10.425
112 H -9.327 -15.825 -15.306
113 C -3.137 -22.371 -11.272
114 H -14.818 -18.351 -15.223
115 H -0.695 -15.790 -7.691
116 C -13.920 -24.536 -8.628
117 C -1.228 -25.905 -6.136
118 H -19.161 -25.589 -7.871
119 C -14.675 -18.278 -7.631
120 H -14.424 -20.243 -12.138
121 H -9.519 -20.118 -8.950
122 O -7.200 -20.591 -12.644
123 O -19.268 -22.303 -15.646
124 H -5.935 -21.354 -11.274
125 C -16.558 -16.037 -10.007
126 H -6.854 -22.395 -15.815
127 C -12.442 -20.485 -13.353
128 H -6.809 -24.007 -15.274
129 C -7.018 -24.043 -10.178
130 H -4.700 -16.004 -14.811
131 H -10.326 -19.450 -12.672
132 C -13.783 -19.530 -11.619
133 H -6.359 -19.624 -10.970
134 H -7.534 -26.053 -10.375
135 O -13.813 -23.515 -9.601
136 H -8.069 -16.510 -11.936
137 H -4.970 -16.022 -12.318
138 H -7.896 -17.121 -17.667
139 C -12.701 -23.769 -10.461
140 C -10.870 -18.076 -9.145
141 N -16.402 -24.674 -8.118
142 H -7.634 -23.434 -6.404
143 H -7.914 -27.054 -13.011
144 H -9.028 -23.523 -9.442
145 H -3.984 -15.449 -10.080
146 O 2.778 -21.101 -17.358
147 H -12.303 -21.423 -12.816
148 C -18.310 -21.304 -15.968
149 H -16.179 -21.260 -16.257
150 H -8.282 -23.073 -14.947
151 H -16.975 -23.320 -13.335
152 H -7.606 -22.754 -8.584
153 O -7.631 -16.800 -11.136
154 H 2.400 -16.368 -11.945
155 H -8.007 -19.487 -9.527
156 H -11.131 -17.736 -11.656
157 H -8.273 -17.364 -10.703
158 O -3.476 -16.919 -11.454
159 H -3.930 -23.118 -11.255
160 N -9.976 -20.076 -13.384
161 H -9.561 -20.142 -17.171
162 H -17.625 -21.331 -9.394
163 H -1.004 -21.420 -10.496
164 H -15.554 -16.788 -14.990
165 C -0.597 -22.360 -6.470
166 H 3.510 -20.017 -15.807
167 H -14.951 -24.744 -6.622
168 H -6.688 -27.643 -11.950
169 H -9.935 -22.747 -19.331
170 H -17.990 -16.814 -14.292
171 H 4.051 -21.010 -19.031
172 H -17.398 -24.913 -6.385
173 H -15.154 -23.176 -7.388
174 H -11.366 -19.317 -14.749
175 C -7.497 -23.265 -15.679
176 H -9.302 -19.852 -10.726
177 H -2.292 -21.057 -7.828
178 C -10.772 -16.250 -13.187
179 C -15.122 -24.249 -7.578
180 C -11.778 -25.010 -20.386
181 N -7.468 -25.229 -10.955
182 O -9.373 -16.304 -13.202
183 H -9.503 -22.396 -16.795
184 H -0.728 -20.217 -8.260
185 C -6.153 -28.224 -14.554
186 H -20.843 -23.314 -9.539
187 H -8.684 -22.555 -12.481
188 H -11.862 -23.288 -9.958
189 H -7.590 -18.563 -12.961
190 C -6.871 -26.906 -12.732
191 H -15.855 -22.012 -11.524
192 H -15.967 -16.149 -7.905
193 C 3.521 -20.398 -18.301
194 H -11.031 -15.219 -13.431
195 H 0.114 -23.762 -4.877
196 H -11.805 -22.723 -17.653
197 H -9.119 -18.916 -14.897
198 O -7.787 -19.130 -17.105
199 C -0.313 -23.731 -5.879
200 H 0.107 -21.309 -16.550
201 C -17.540 -17.439 -13.521
202 O -7.981 -23.743 -16.904
203 H -5.448 -28.213 -15.385
204 C -4.389 -21.862 -14.658
205 C -6.168 -20.388 -11.723
206 C -8.857 -22.869 -17.535
207 O -9.619 -22.755 -12.431
208 H -6.758 -24.751 -12.912
209 C -15.345 -17.736 -14.493
210 C -11.416 -16.610 -9.361
211 H -19.336 -23.118 -17.638
212 H -6.984 -23.155 -10.810
213 H -3.586 -21.481 -11.714
214 H -5.847 -29.044 -13.906
215 H -13.223 -20.639 -14.098
216 O -15.063 -17.753 -8.915
217 H -5.587 -25.336 -11.745
218 O -18.865 -23.983 -9.329
219 O -12.742 -19.334 -12.547
220 O -14.042 -23.098 -15.086
221 H -6.091 -15.563 -16.837
222 C -8.779 -15.751 -14.367
223 C -7.185 -17.947 -17.626
224 C -20.156 -24.074 -9.909
225 H -18.596 -20.407 -15.417
226 H -9.344 -24.179 -22.423
227 O -9.545 -18.150 -9.652
228 H -1.294 -23.095 -8.241
229 N 0.219 -20.780 -15.697
230 C -2.735 -16.759 -9.053
231 C -6.008 -17.597 -16.608
232 H -18.444 -21.025 -17.013
233 C -11.238 -20.235 -14.176
234 C -4.342 -15.997 -15.841
235 H -13.670 -18.666 -7.794
236 H -4.909 -20.941 -14.919
237 C -1.838 -21.236 -9.818
238 C -8.442 -24.060 -6.783
239 H -8.398 -24.868 -6.053
240 H -12.739 -23.240 -11.413
241 C -9.079 -19.488 -9.723
242 H 2.331 -14.745 -11.139
243 H -3.932 -12.257 -17.204
244 H -2.219 -22.693 -11.763
245 C -16.869 -21.802 -15.611
246 H -16.989 -17.470 -8.430
247 H -0.676 -20.688 -13.876
248 H -4.472 -22.636 -15.422
249 C -17.178 -16.486 -12.340
250 H -5.029 -22.260 -13.870
251 H -19.987 -23.759 -10.939
252 O -12.416 -22.030 -17.400
253 C 0.836 -15.726 -9.239
254 H -0.260 -17.367 -8.528
255 O -4.579 -13.604 -15.943
256 H -17.318 -23.274 -7.065
257 H -17.464 -22.618 -11.269
258 H -18.459 -24.075 -16.385
259 H 2.993 -19.611 -18.841
260 H -6.011 -24.291 -9.842
261 O -10.951 -24.209 -21.236
262 H -5.385 -17.678 -11.952
263 H -13.985 -25.582 -8.930
264 C -4.027 -12.337 -16.121
265 N -16.918 -17.093 -11.028
266 C -2.132 -21.374 -15.260
267 C 1.595 -20.944 -15.252
268 H -8.704 -20.572 -14.992
269 N -1.548 -16.047 -9.556
270 H -10.227 -26.077 -19.284
271 H -0.858 -26.490 -5.294
272 C -17.530 -24.319 -7.289
273 H -12.897 -22.394 -16.657
274 C -18.888 -24.540 -7.982
275 O -5.958 -27.042 -13.877
276 H -12.536 -16.733 -11.822

## Properties
max |F| = 0.0656 hartree/bohr
multiplicity = 1
LUMO = 0.548 eV
HOMO-LUMO gap = 8.92 eV
E_HOMO = -0.3076 Eh
energy relative to the best compared isomer or geometry (same formula, charge and spin) = 15.2 kcal per mole